No. 1
A structure of composition C47H41N5O2P2S2SbSe4Sn. Source: OMol25; level of theory: ωB97M-V/def2-TZVPD.

The geometry in XYZ format:
```
105
Properties=species:S:1:pos:R:3:mulliken_charge:R:1
Sn 0.382 0.108 -0.221 0.83
C 0.981 1.947 3.202 -0.85
C 0.673 0.496 3.304 0.19
N 0.680 -0.364 2.313 0.91
C 0.411 -1.645 2.752 -1.11
C 0.168 -1.752 4.083 -0.08
S 0.304 -0.217 4.818 -0.21
C 0.460 -2.759 1.809 -0.89
C 0.772 -4.045 2.113 -0.66
S 0.739 -4.999 0.696 -0.33
C 0.331 -3.613 -0.232 0.50
N 0.210 -2.526 0.476 0.99
C 0.156 -3.682 -1.711 -2.01
H 0.408 2.413 2.400 -0.07
H 2.038 2.090 2.977 0.20
H 0.753 2.458 4.135 0.49
H -0.096 -2.637 4.637 0.58
H 1.030 -4.460 3.073 0.83
H -0.600 -4.422 -1.982 0.70
H 1.091 -3.964 -2.198 0.59
H -0.172 -2.716 -2.087 0.19
O 4.132 -2.049 -7.087 -0.58
N 3.010 -1.808 -6.706 0.99
O 2.016 -1.786 -7.404 -0.57
C 2.825 -1.564 -5.261 0.19
C 3.668 -2.209 -4.434 -1.03
C 3.527 -2.085 -3.018 1.65
C 4.403 -2.720 -2.120 -0.82
C 4.232 -2.534 -0.773 -1.26
C 3.181 -1.723 -0.339 -0.29
N 2.329 -1.142 -1.161 0.50
C 2.490 -1.302 -2.493 -1.00
C 1.589 -0.618 -3.398 -0.60
N 0.608 0.117 -2.847 0.70
C -0.177 0.838 -3.619 -0.30
C -0.026 0.879 -5.007 -1.39
C 0.930 0.094 -5.598 -0.75
C 1.766 -0.708 -4.789 0.77
H 4.453 -2.828 -4.847 0.56
H 5.207 -3.336 -2.502 0.50
H 4.892 -2.990 -0.050 0.55
H 3.036 -1.529 0.719 0.47
H -0.952 1.419 -3.127 0.20
H -0.662 1.523 -5.597 0.56
H 1.043 0.084 -6.669 0.60
C -4.737 0.086 -0.098 -0.47
C -4.214 -1.214 0.526 -0.89
P -2.352 -1.406 0.401 1.40
C -2.040 -2.728 1.621 -0.14
C -2.282 -2.359 2.949 -0.12
C -2.000 -3.220 3.995 -1.78
C -1.436 -4.464 3.738 -0.60
C -1.162 -4.830 2.429 -0.48
C -1.464 -3.970 1.380 -1.24
C -2.247 -2.127 -1.276 1.28
C -1.926 -1.201 -2.271 0.02
C -1.801 -1.586 -3.599 -0.62
C -1.974 -2.917 -3.949 -1.28
C -2.314 -3.845 -2.973 -0.41
C -2.463 -3.451 -1.650 -0.73
C -4.327 1.327 0.699 -1.64
P -2.563 1.762 0.413 2.81
C -2.545 2.875 -1.030 0.35
C -1.337 3.508 -1.341 -0.85
C -1.201 4.250 -2.503 -0.88
C -2.263 4.348 -3.394 -0.73
C -3.463 3.714 -3.102 -0.83
C -3.606 2.987 -1.926 -0.71
C -2.264 2.870 1.841 -0.02
C -2.012 4.235 1.774 -0.35
C -1.768 4.963 2.932 -0.77
C -1.792 4.342 4.171 -0.58
C -2.046 2.978 4.250 -0.80
C -2.261 2.249 3.094 -0.12
H -5.828 0.031 -0.118 0.49
H -4.428 0.158 -1.146 0.23
H -4.681 -2.076 0.044 0.51
H -4.487 -1.265 1.583 0.78
H -2.692 -1.377 3.167 0.21
H -2.219 -2.920 5.012 0.54
H -1.208 -5.140 4.552 0.46
H -0.716 -5.793 2.216 0.91
H -1.227 -4.283 0.368 0.99
H -1.763 -0.165 -1.993 -0.36
H -1.564 -0.849 -4.358 0.63
H -1.857 -3.229 -4.979 0.47
H -2.479 -4.880 -3.244 0.55
H -2.787 -4.184 -0.918 0.53
H -4.434 1.131 1.768 0.64
H -4.958 2.196 0.497 0.65
H -0.487 3.419 -0.672 0.58
H -0.260 4.743 -2.713 0.51
H -2.159 4.921 -4.306 0.45
H -4.298 3.792 -3.787 0.45
H -4.559 2.518 -1.715 0.27
H -2.018 4.746 0.820 0.42
H -1.571 6.025 2.863 0.46
H -1.616 4.916 5.071 0.41
H -2.067 2.483 5.213 0.45
H -2.433 1.178 3.164 -0.10
Se 3.923 5.438 -1.267 -0.19
Sb 3.953 3.620 0.432 0.78
Se 3.721 4.594 2.617 -0.46
Se 6.138 2.531 0.460 -0.24
Se 2.161 2.045 -0.231 -0.26
```

Values from the calculation:
LUMO level (alpha / beta) ... -4.33 / -4.30 eV
Gap between HOMO and LUMO (alpha / beta) ... 5.446 / 5.516 eV
Relative energy (zero: lowest compared OMol25 entry of this formula, charge and spin) ... 137.4 kcal per mole
Highest occupied orbital energy (alpha / beta) ... -0.359 / -0.361 Ha
Calculated total energy ... -374940.577 eV
Net charge ... +1

---

No. 2
A structure of composition C47H41N7O2SSrTe. Source: OMol25; level of theory: ωB97M-V/def2-TZVPD.

The geometry in XYZ format:
```
100
Properties=species:S:1:pos:R:3:mulliken_charge:R:1
Sr 0.311 -0.567 0.491 2.65
C 1.352 1.861 -3.144 -1.67
C 0.696 1.562 -1.820 2.04
N -0.256 0.728 -1.585 -1.79
N -0.911 0.003 -2.491 1.29
C -1.898 -0.830 -2.066 0.19
N -2.648 -1.420 -3.014 -0.32
S -2.296 -1.058 -0.442 -0.43
C 1.166 2.298 -0.630 -0.25
C 1.565 3.634 -0.725 -0.86
C 1.942 4.318 0.413 -0.54
C 1.959 3.648 1.630 -0.98
C 1.581 2.320 1.637 -0.53
N 1.170 1.663 0.554 -0.10
H 1.631 0.929 -3.629 0.25
H 2.253 2.451 -2.990 0.58
H 0.688 2.398 -3.824 0.43
H -2.190 -1.651 -3.900 0.18
H -3.238 -2.143 -2.634 0.34
H 1.533 4.137 -1.682 0.50
H 2.228 5.360 0.362 0.44
H 2.258 4.143 2.543 0.47
H 1.614 1.736 2.549 0.58
C 1.375 -4.590 -2.502 -1.18
C 1.471 -4.514 -3.898 -0.67
C 1.011 -3.405 -4.551 -1.48
C 0.457 -2.311 -3.817 2.03
N 0.474 -2.360 -2.448 0.42
C 0.883 -3.485 -1.848 -0.64
C -0.164 -1.224 -4.506 -0.88
C -0.394 -1.238 -5.899 -0.45
C -0.979 -0.225 -6.602 -0.91
C -1.457 0.928 -5.879 -0.69
C -1.289 0.998 -4.557 -0.76
N -0.551 0.027 -3.833 0.42
H 1.703 -5.461 -1.952 0.49
H 1.908 -5.331 -4.459 0.38
H 1.072 -3.359 -5.627 0.31
H 0.801 -3.487 -0.764 1.02
H -0.112 -2.132 -6.436 0.31
H -1.151 -0.314 -7.665 0.40
H -1.975 1.727 -6.392 0.40
H -1.668 1.808 -3.948 0.54
C 4.907 -3.347 5.434 -1.58
C 3.894 -2.928 4.396 0.11
C 3.985 -3.376 3.079 -0.57
C 3.052 -3.004 2.129 -0.12
C 3.287 -3.200 0.682 0.44
O 3.101 -2.292 -0.112 -0.78
C 3.817 -4.515 0.216 0.83
C 4.655 -4.566 -0.894 -0.48
C 5.122 -5.785 -1.359 -0.67
C 4.732 -6.962 -0.733 -0.42
C 3.880 -6.919 0.362 -0.87
C 3.428 -5.699 0.841 -0.06
C 1.902 -2.237 2.488 0.03
O 0.939 -2.104 1.665 -1.47
C 1.908 -1.634 3.785 0.78
C 2.893 -2.021 4.702 -0.95
C 0.930 -0.592 4.109 -0.50
N 0.099 -0.136 3.233 1.31
C -0.919 0.832 3.602 -0.66
C -2.330 0.269 3.380 -0.99
Te -2.864 -1.347 4.713 0.19
C -2.152 -2.959 3.519 -0.26
C -2.698 -3.172 2.260 -0.48
C -2.266 -4.238 1.484 -0.52
C -1.307 -5.112 1.976 -0.44
C -0.782 -4.916 3.244 -0.42
C -1.199 -3.839 4.014 -0.15
C 1.030 -0.013 5.495 -0.84
C 0.548 -0.690 6.609 0.23
C 0.656 -0.125 7.871 -0.95
C 1.261 1.113 8.032 -0.49
C 1.769 1.781 6.928 -0.90
C 1.654 1.219 5.666 0.55
H 5.602 -4.076 5.019 0.38
H 4.415 -3.800 6.296 0.34
H 5.484 -2.493 5.794 0.33
H 4.837 -3.977 2.778 0.42
H 4.933 -3.640 -1.380 0.40
H 5.783 -5.819 -2.215 0.43
H 5.088 -7.915 -1.103 0.40
H 3.567 -7.837 0.842 0.40
H 2.759 -5.656 1.691 0.51
H 2.889 -1.587 5.695 0.53
H -0.805 1.700 2.939 0.29
H -0.830 1.189 4.631 0.35
H -2.453 -0.091 2.358 -0.12
H -3.061 1.055 3.563 0.67
H -3.473 -2.519 1.880 0.65
H -2.693 -4.385 0.499 0.36
H -0.974 -5.947 1.370 0.41
H -0.038 -5.597 3.640 0.39
H -0.774 -3.692 5.000 0.33
H 0.091 -1.661 6.481 0.50
H 0.271 -0.658 8.731 0.43
H 1.334 1.558 9.017 0.38
H 2.261 2.738 7.050 0.41
H 2.063 1.734 4.804 0.40
```

Values from the calculation:
LUMO level ... -0.66 eV
Gap between HOMO and LUMO ... 4.088 eV
Relative energy (zero: lowest compared OMol25 entry of this formula, charge and spin) ... 124.8 kcal per mole
Highest occupied orbital energy ... -0.174 Ha
Calculated total energy ... -82893.215 eV

---

no.,largest force on an atom (Eh/bohr)
1,0.11073
2,0.06962